# 1
ORCA calculation (wB97M-V/def2-TZVPD) on one molecule with the formula CH4N4 at a distorted geometry.

XYZ file:
```
9
Properties=species:S:1:pos:R:3:forces:R:3:lowdin_charge:R:1
C 0.0795 -0.2167 0.0532 1.6898 -5.2517 -0.5145 -0.28
N -1.9529 0.8241 0.1857 6.1683 3.4259 1.1490 -0.06
N -0.4937 0.8157 0.6559 -5.9323 3.0244 0.4945 -0.02
N -2.6260 -0.2446 -0.0423 -3.4055 0.0644 0.8477 -0.20
N -2.7443 -1.1019 -0.7956 0.6099 -1.4012 -0.9189 0.14
H 0.7024 -0.7699 0.8563 -0.2901 0.7300 -1.3975 0.10
H 0.7416 0.1864 -0.7584 -0.4714 -1.0183 0.1319 0.09
H -0.7361 -1.0443 -0.2589 2.4504 1.4697 -0.1319 0.08
H -2.3253 1.7567 0.3518 -0.8192 -1.0432 0.3398 0.14
```
Positions in Å, forces in eV/Å.

Computed properties:
relative energy (zero: lowest compared OMol25 entry of this formula, charge and spin) = 168.0 kcal/mol
Kohn-Sham gap (spin up / spin down) = 7.21 / 9.07 eV
energy = -7055.701 eV
charge = 0

***

# 2
ORCA calculation (wB97M-V/def2-TZVPD) on a 2-piece molecular cluster, CH4N4 overall at a distorted geometry.

XYZ file:
```
9
Properties=species:S:1:pos:R:3:forces:R:3:lowdin_charge:R:1
C -0.5558 -0.6863 -0.1091 -0.9139 0.5625 -0.1972 -0.15
N 1.5686 1.2442 0.6732 2.4709 -1.5346 1.3181 0.42
N 0.7066 1.7634 0.3120 -0.7387 2.1368 -0.7837 0.30
N 0.2813 -1.6136 -0.0167 1.2270 -1.9981 -0.2592 0.28
N -1.1322 0.3363 -0.1581 -2.3710 -0.0450 -0.0985 0.28
H 0.9810 -1.7114 -0.7942 -0.7406 -0.2220 0.6914 0.21
H 0.1652 -2.4522 0.6246 0.1494 1.2393 -0.6093 0.23
H -2.1211 0.6721 -0.3950 1.5730 -0.7738 0.0881 0.22
H 0.1065 2.4475 -0.1367 -0.6561 0.6349 -0.1496 0.22
```
Positions in Å, forces in eV/Å.

Computed properties:
relative energy (zero: lowest compared OMol25 entry of this formula, charge and spin) = 15.1 kcal/mol
Kohn-Sham gap = 11.57 eV
energy = -7039.755 eV
charge = +2

***

# 3
ORCA calculation (wB97M-V/def2-TZVPD) on one molecule with the formula CH4N4O3 at a distorted geometry.

XYZ file:
```
12
Properties=species:S:1:pos:R:3:forces:R:3:lowdin_charge:R:1
C 0.0207 -0.6356 0.8039 1.0236 0.7585 -0.1596 -0.29
N 1.3644 1.9876 -1.0473 0.9345 -1.1193 0.1440 -0.11
N 0.9462 0.8143 -1.1224 -0.6611 -0.1443 -2.2860 0.03
N -1.0040 -1.0015 0.0596 -0.0609 0.2192 -0.4002 0.18
N 0.4925 3.0692 -0.7200 -0.7034 0.6144 0.2022 -0.42
O -0.6449 2.7889 -0.4559 -0.1083 0.0738 0.0167 0.07
O 1.0034 4.1606 -0.7405 0.2057 0.3726 0.0235 0.06
O 0.9079 0.1671 0.4491 -0.0093 -0.8009 2.3362 -0.05
H 0.1260 -1.0697 1.7997 -0.1951 -0.1055 0.0004 0.14
H 2.3408 2.3105 -1.0743 -0.4015 0.1426 0.1805 0.16
H -1.0916 -0.5263 -0.8302 -0.0971 -0.0550 -0.0225 0.11
H -1.7326 -1.5952 0.4140 0.0730 0.0440 -0.0351 0.11
```
Positions in Å, forces in eV/Å.

Computed properties:
relative energy (zero: lowest compared OMol25 entry of this formula, charge and spin) = 38.1 kcal/mol
Kohn-Sham gap = 9.10 eV
energy = -13198.478 eV
charge = 0

***

# 4
ORCA calculation (wB97M-V/def2-TZVPD) on one molecule with the formula CH4N4OS at a distorted geometry.

XYZ file:
```
11
Properties=species:S:1:pos:R:3:forces:R:3:lowdin_charge:R:1
C 1.2800 0.5709 -0.1104 -0.1268 0.3598 -0.6880 -0.10
N -1.3714 -1.5589 0.2984 1.1015 0.6815 -0.2427 -0.06
N -2.1910 -0.6195 0.2516 -0.4696 -0.0103 -0.4041 -0.21
N -0.2139 -1.2807 -0.2790 0.4599 -0.5225 -0.5831 -0.13
N 0.0292 -0.0023 -0.8546 -0.0244 0.6064 2.0128 -0.27
O -1.3593 1.6967 0.7849 0.1300 0.1549 -0.2426 -0.50
S -1.5439 0.8601 -0.3978 0.7230 -0.1029 0.3139 0.90
H 1.0467 1.5895 0.3287 0.4297 -0.8375 -1.2775 0.07
H 1.4997 0.0286 0.8196 -0.2183 -0.3771 -0.4044 0.07
H 2.1871 0.4649 -0.8220 -1.6617 0.6749 1.2116 0.10
H 0.6368 -1.7494 -0.0195 -0.3433 -0.6272 0.3042 0.13
```
Positions in Å, forces in eV/Å.

Computed properties:
relative energy (zero: lowest compared OMol25 entry of this formula, charge and spin) = 27.2 kcal/mol
Kohn-Sham gap = 9.95 eV
energy = -19940.859 eV
charge = 0

***

# 5
ORCA calculation (wB97M-V/def2-TZVPD) on one molecule with the formula CH4N4S at a distorted geometry.

XYZ file:
```
10
Properties=species:S:1:pos:R:3:forces:R:3:lowdin_charge:R:1
C -1.0632 -1.2140 -0.0528 -0.5935 1.2664 -0.3625 -0.44
N 0.0757 -1.1515 0.4785 0.0577 -1.2329 -1.1679 -0.06
N -0.7818 1.3928 0.3918 0.7802 -1.3601 -1.3013 -0.42
N 0.7626 -0.0593 0.6035 -0.3141 2.0466 1.2986 -0.12
N 1.4580 0.3334 -0.4195 2.8916 0.4582 0.1997 0.03
S -1.9226 0.3501 -0.2548 0.4988 0.2335 0.8573 0.75
H -1.4478 -2.1265 -0.4864 -0.3438 -0.1352 0.4795 0.07
H -0.8694 1.7618 1.3263 -0.9548 -0.5664 0.5078 -0.03
H 1.3664 0.0946 -1.3768 -1.0374 -0.8220 -0.7556 0.10
H 2.4221 0.6186 -0.2098 -0.9846 0.1120 0.2443 0.12
```
Positions in Å, forces in eV/Å.

Computed properties:
relative energy (zero: lowest compared OMol25 entry of this formula, charge and spin) = 84.1 kcal/mol
Kohn-Sham gap (spin up / spin down) = 8.37 / 8.37 eV
energy = -17892.620 eV
charge = 0

***

# 6
ORCA calculation (wB97M-V/def2-TZVPD) on a 2-piece molecular cluster, CH4N5 overall at a distorted geometry.

XYZ file:
```
10
Properties=species:S:1:pos:R:3:forces:R:3:lowdin_charge:R:1
C 1.4146 0.3737 0.1423 0.5851 1.6724 -1.6876 -0.17
N -2.9104 0.7307 0.2404 -0.7303 0.4866 0.6684 0.32
N 1.7418 1.3226 -0.4979 -0.8099 -3.4532 1.4913 0.32
N -2.2079 -0.0842 -0.0021 -2.5719 3.0396 0.2328 -0.20
N 0.9469 -0.7188 0.6090 0.6468 2.1848 -0.7598 0.18
N -1.4338 -0.9479 -0.3042 3.2745 -2.9597 -0.7647 0.09
H 2.2645 2.1438 -0.4182 0.4535 1.6486 -0.0235 0.11
H -0.1503 -0.7981 0.2450 -0.1710 -1.1579 0.9512 0.06
H 1.5971 -1.0830 1.2857 -0.3737 -1.1290 0.4642 0.15
H -1.2624 -0.9388 -1.3001 -0.3031 -0.3322 -0.5724 0.14
```
Positions in Å, forces in eV/Å.

Computed properties:
relative energy (zero: lowest compared OMol25 entry of this formula, charge and spin) = 39.2 kcal/mol
Kohn-Sham gap = 11.42 eV
energy = -8542.001 eV
charge = +1

***

# 7
ORCA calculation (wB97M-V/def2-TZVPD) on one molecule with the formula CH4N6O at a distorted geometry.

XYZ file:
```
12
Properties=species:S:1:pos:R:3:forces:R:3:lowdin_charge:R:1
N -0.6045 -1.0089 -1.0627 -1.2229 0.2458 0.2985 0.04
N 0.4013 -0.3419 -0.2389 -5.2508 2.1983 0.8610 -0.15
N 1.4779 -1.0934 0.0329 -1.4168 -1.6077 -0.7388 -0.02
N 2.1422 -0.5252 0.9619 2.8755 1.0335 3.2205 -0.04
N 1.5926 0.4319 1.5366 -2.4454 1.1707 -0.3585 0.10
C 0.2921 0.6566 0.8337 -0.0585 -1.6060 -1.5624 -0.29
N -0.6372 1.5425 1.0408 -0.7490 -1.5140 -1.4915 0.09
O -1.7342 1.2134 -0.0403 1.9078 0.1098 1.1098 -0.15
H -0.8208 -0.2754 -1.7677 -0.2102 -1.0165 0.8923 0.08
H -1.5896 -1.4081 -0.6345 3.5708 1.8423 -0.5145 0.16
H 2.0012 -0.9502 -0.7625 2.2905 -1.2323 -2.5080 0.12
H -2.5210 1.7588 0.1006 0.7089 0.3760 0.7917 0.07
```
Positions in Å, forces in eV/Å.

Computed properties:
relative energy (zero: lowest compared OMol25 entry of this formula, charge and spin) = 87.4 kcal/mol
Kohn-Sham gap = 9.31 eV
energy = -12083.151 eV
charge = 0

***

# 8
ORCA calculation (wB97M-V/def2-TZVPD) on a 3-piece molecular cluster, CH4N6O overall at a distorted geometry.

XYZ file:
```
12
Properties=species:S:1:pos:R:3:forces:R:3:lowdin_charge:R:1
C 0.0295 0.6766 -0.1249 -0.6276 -9.5541 -1.0907 -0.55
H -1.4527 1.8343 0.7040 -1.2462 -2.4886 -1.7022 0.32
H -3.2398 0.0306 -0.7937 2.6715 1.2956 4.0854 0.18
H 2.8591 0.7608 -0.4961 -0.7862 -0.5494 0.0280 0.09
H 2.5693 0.6075 1.0982 -0.9327 0.1198 0.7538 0.07
N -2.3586 0.2072 0.4720 0.7534 0.6154 -4.9799 -0.02
N -1.0433 -0.2635 -0.2068 -4.2068 7.2532 1.6968 -0.27
N -0.7255 -1.4443 -0.0677 3.9442 -4.4574 1.1082 0.01
N 0.5829 -1.4823 0.0058 -0.8311 -3.1875 -0.2528 0.03
N 1.0393 -0.2759 -0.1386 3.4138 5.5382 1.3897 -0.09
N 2.4729 0.1371 0.2219 -1.6946 -1.7673 -2.0039 0.13
O -0.0858 1.8199 -0.2212 -0.4576 7.1822 0.9676 0.09
```
Positions in Å, forces in eV/Å.

Computed properties:
relative energy (zero: lowest compared OMol25 entry of this formula, charge and spin) = 168.4 kcal/mol
Kohn-Sham gap = 8.49 eV
energy = -12079.642 eV
charge = 0

***

# 9
ORCA calculation (wB97M-V/def2-TZVPD) on an isolated ion of composition CH4NO2 and charge +1 at a distorted geometry.

XYZ file:
```
8
Properties=species:S:1:pos:R:3:forces:R:3:lowdin_charge:R:1
N 0.2670 -0.6441 -0.5091 3.7139 0.0940 3.3977 0.29
C -0.4067 0.4017 0.3447 -2.8588 -0.5713 2.6990 -0.38
O 0.3405 1.1131 1.2172 1.4179 -0.4170 0.5675 0.12
O -0.2543 1.7128 0.0369 -0.1032 -0.0953 -1.3696 0.14
H 1.3406 -0.3787 -0.4865 -2.3858 -0.0807 -1.1628 0.25
H -0.2385 -0.6909 -1.3437 -0.3118 -0.0262 -2.4661 0.15
H 0.3544 -1.6301 -0.1255 -0.9309 1.2338 0.0500 0.21
H -1.4030 0.1163 0.8659 1.4588 -0.1373 -1.7157 0.22
```
Positions in Å, forces in eV/Å.

Computed properties:
relative energy (zero: lowest compared OMol25 entry of this formula, charge and spin) = 111.4 kcal/mol
Kohn-Sham gap = 11.98 eV
energy = -6675.062 eV
charge = +1

***

# 10
ORCA calculation (wB97M-V/def2-TZVPD) on a 2-piece molecular cluster, CH4NO2P overall at a distorted geometry.

XYZ file:
```
9
Properties=species:S:1:pos:R:3:forces:R:3:lowdin_charge:R:1
N 0.4220 0.1735 2.0638 0.0148 0.6131 0.0435 -0.19
P 0.4016 1.7886 1.6584 -0.0137 -0.8356 1.0187 0.70
O 0.4077 1.8533 0.1999 -0.0016 0.3062 -1.1761 -0.52
H 0.4277 -0.5522 1.3611 -0.0601 -0.0794 -0.1007 0.03
H 0.3991 -0.1334 3.0218 0.0084 -0.0398 0.0762 0.02
C -0.4819 -0.1733 -1.8183 0.1951 0.5473 -0.3839 -0.17
O -0.6272 -1.1049 -1.0847 -0.1046 -0.3756 0.3554 -0.02
H 0.5071 0.1516 -2.1775 0.1104 -0.0594 0.0654 0.08
H -1.3231 0.4308 -2.1996 -0.1487 -0.0769 0.1015 0.08
```
Positions in Å, forces in eV/Å.

Computed properties:
relative energy (zero: lowest compared OMol25 entry of this formula, charge and spin) = 14.4 kcal/mol
Kohn-Sham gap = 10.39 eV
energy = -15975.861 eV
charge = 0

***

> energy of number 6 (CH4N5)?

-8542.001 eV

***

> Which formula does entry 5 have?

CH4N4S

***

> What is the energy in the ninth record?

-6675.062 eV

***

> Which formula does entry 4 have?

CH4N4OS